Molecular formula: C24H43ClP2Sn
Method: DFT, ωB97M-V/def2-TZVPD

Output
- Charge: +2
- Maximum force: 1.52 eV/Å
- HOMO-LUMO gap (alpha / beta): 5.4 / 5.5 eV
- Relative energy (zero: lowest compared OMol25 entry of this formula, charge and spin): 0.0 kcal/mol
- HOMO energy (alpha / beta): -13.5 / -13.5 eV
- LUMO (alpha / beta): -8.1 / -8.0 eV

Structure (XYZ):
```
71
C24H43ClP2Sn, DFT ωB97M-V/def2-TZVPD
Sn -0.04 -0.07 -1.06
C -0.71 -2.20 1.03
C 0.67 -2.38 0.66
C 0.56 -0.70 2.25
C -0.76 -1.18 2.03
C 1.45 -1.44 1.41
C -1.87 -2.94 0.47
H -1.63 -3.40 -0.49
H -2.73 -2.28 0.34
H -2.17 -3.75 1.16
C -1.97 -0.70 2.71
H -2.88 -0.99 2.17
H -1.97 0.40 2.82
H -2.02 -1.14 3.72
C 0.94 0.34 3.22
H 0.92 -0.06 4.25
H 0.23 1.19 3.18
H 1.95 0.73 3.02
C 2.92 -1.27 1.34
H 3.40 -1.83 2.15
H 3.21 -0.21 1.45
H 3.32 -1.63 0.38
C 1.19 -3.33 -0.35
H 1.58 -4.23 0.15
H 2.02 -2.90 -0.94
H 0.41 -3.65 -1.06
C -1.92 0.95 -6.24
C -1.96 -0.38 -6.49
C -1.11 -1.11 -7.47
C 0.33 -0.54 -7.71
C 1.02 0.04 -6.52
C 1.09 1.36 -6.28
C 0.16 2.41 -6.82
C -1.28 1.94 -7.17
H -1.62 -1.15 -8.45
H 0.29 0.18 -8.54
H -1.00 -2.16 -7.16
H -1.29 1.54 -8.20
H -2.56 1.38 -5.46
H -2.79 -0.98 -6.09
H -1.93 2.83 -7.19
H 0.08 3.22 -6.06
H 1.93 1.77 -5.71
H 0.58 2.90 -7.72
H 0.94 -1.38 -8.09
H 1.63 -0.66 -5.93
P -1.56 0.38 -2.96
P 1.65 1.71 -1.77
C -0.47 1.64 -3.77
C 0.60 2.51 -3.03
H -1.16 2.34 -4.28
H 0.04 1.07 -4.57
H 1.30 2.94 -3.77
H 0.09 3.35 -2.53
C 2.29 2.81 -0.52
H 2.92 2.25 0.20
H 1.47 3.29 0.03
H 2.91 3.58 -1.02
C 3.05 0.77 -2.43
H 3.61 1.37 -3.15
H 2.72 -0.16 -2.92
H 3.72 0.49 -1.61
C -3.28 0.86 -2.77
H -3.82 0.10 -2.18
H -3.75 0.93 -3.76
H -3.34 1.83 -2.26
C -1.38 -1.30 -3.62
H -0.41 -1.76 -3.37
H -1.43 -1.29 -4.72
H -2.19 -1.95 -3.26
Cl -1.27 1.70 0.12
```

***

Molecular formula: C24H43F7IN7O5P
Method: DFT, ωB97M-V/def2-TZVPD

Output
- Charge: +1
- Maximum force: 10.39 eV/Å
- HOMO-LUMO gap: 5.2 eV
- HOMO energy: -11.0 eV
- LUMO: -5.8 eV

Structure (XYZ):
```
88
C24H43F7IN7O5P, DFT ωB97M-V/def2-TZVPD
C 3.91 2.47 2.41
C 2.80 1.61 3.32
C 2.53 0.13 2.56
O 1.34 0.04 1.79
C 0.44 -1.10 1.93
C 0.14 -1.62 3.44
F 1.16 -2.60 3.97
F -1.21 -2.27 3.65
C 0.07 -0.47 4.64
F 1.32 -0.47 5.48
F -1.02 -0.76 5.64
F -0.14 0.91 4.21
C -1.02 -0.37 1.48
F -0.76 0.98 0.84
N -1.89 -1.11 0.57
C -3.06 -1.83 1.13
C -4.48 -1.47 0.33
C -4.77 0.15 0.25
C -6.33 0.55 0.64
N -6.81 1.84 0.00
C -8.13 1.49 -0.66
N -9.33 1.54 0.04
N -8.23 1.08 -2.13
C -1.32 -1.63 -0.70
P -2.08 -0.70 -2.18
C -1.47 -1.74 -3.72
C -1.43 1.05 -2.50
C -2.28 2.21 -1.63
C 0.29 -1.71 -0.55
O 0.97 -0.55 -1.10
C 1.67 -0.77 -2.36
C 2.79 0.47 -2.46
N 4.20 0.04 -2.13
C 5.26 0.88 -2.81
C 6.16 1.80 -1.76
C 5.27 2.69 -0.72
O 7.21 1.00 -1.08
N 0.77 -2.11 0.87
I -0.08 -4.03 1.14
C 2.24 -2.58 0.85
O 2.66 -3.63 1.61
N 3.37 -1.92 0.10
C 4.72 -2.23 0.79
O 5.70 -2.87 0.09
F 5.03 -1.91 2.21
H 4.85 1.83 2.11
H 3.33 2.68 1.38
H 4.15 3.52 2.86
H 3.28 1.47 4.39
H 1.83 2.28 3.34
H 3.46 0.07 1.82
H 2.75 -0.68 3.38
H -1.67 -0.08 2.44
H -3.28 -1.58 2.27
H -2.96 -3.01 1.05
H -4.39 -1.89 -0.76
H -5.41 -1.97 0.86
H -4.02 0.77 0.93
H -4.59 0.53 -0.87
H -7.01 -0.33 0.23
H -6.36 0.63 1.83
H -6.15 2.19 -0.74
H -9.12 1.85 1.01
H -7.91 0.07 -2.18
H -9.24 1.04 -2.44
H -1.80 -2.71 -0.87
H -0.61 -2.47 -3.38
H -2.45 -2.33 -4.06
H -1.13 -0.95 -4.52
H -0.28 1.22 -2.45
H -1.73 1.30 -3.63
H -2.70 1.79 -0.62
H -3.18 2.64 -2.25
H -1.57 3.12 -1.34
H 0.64 -2.64 -1.22
H 1.03 -0.64 -3.34
H 2.22 -1.80 -2.46
H 2.40 1.40 -1.84
H 2.81 0.85 -3.59
H 4.36 -0.98 -2.27
H 4.87 1.60 -3.65
H 6.02 0.11 -3.30
H 6.75 2.57 -2.46
H 4.17 2.30 -0.61
H 5.81 2.77 0.33
H 5.22 3.81 -1.13
H 7.96 1.68 -0.92
H 3.46 -2.48 -0.80
```

***

Molecular formula: C24H43IrN2OP3
Method: DFT, ωB97M-V/def2-TZVPD

Output
- Charge: +4
- Maximum force: 3.27 eV/Å
- HOMO-LUMO gap (alpha / beta): 6.2 / 3.7 eV
- <S²>: 8.81
- HOMO energy (alpha / beta): -17.9 / -19.6 eV
- Multiplicity: 6
- LUMO (alpha / beta): -11.8 / -15.9 eV

Structure (XYZ):
```
74
C24H43IrN2OP3, DFT ωB97M-V/def2-TZVPD
Ir 1.12 0.18 -0.87
P -1.28 0.92 -0.11
P 1.31 -0.13 -3.17
P 1.58 2.38 -0.76
H 1.90 -1.58 3.76
C 1.51 -0.59 4.07
C 0.19 -0.35 4.03
H -0.51 -1.16 3.85
C -2.31 -0.32 0.77
C -2.28 1.44 -1.55
C -1.50 2.33 1.08
C 1.97 -1.84 -3.37
C -0.05 -0.08 -4.39
C 2.61 0.92 -3.96
C 1.69 2.78 1.08
C 0.54 3.61 -1.49
C 3.26 2.77 -1.26
H 2.27 0.21 4.16
H -0.22 0.64 4.23
H -1.70 -0.79 1.55
H -2.69 -1.07 0.07
H -3.16 0.20 1.24
H -1.67 1.42 -2.46
H -2.67 2.45 -1.37
H -3.11 0.73 -1.63
H -0.89 2.17 1.98
H -2.56 2.34 1.38
H -1.26 3.30 0.64
H 2.74 -1.84 -4.16
H 1.17 -2.55 -3.62
H 2.44 -2.14 -2.43
H 0.34 -0.03 -5.42
H -0.69 0.79 -4.21
H -0.65 -1.00 -4.28
H 2.86 0.65 -5.00
H 3.54 0.90 -3.37
H 2.21 1.95 -3.96
H 2.70 3.15 1.28
H 1.56 1.89 1.74
H 0.91 3.48 1.36
H 1.18 4.46 -1.72
H -0.26 3.93 -0.82
H 0.11 3.23 -2.42
H 3.55 3.65 -0.69
H 3.30 3.01 -2.32
H 3.98 1.97 -1.05
C 4.09 -0.64 -0.46
C 5.03 -1.10 -1.43
C 6.28 -0.51 -1.54
C 6.74 0.36 -0.54
C 5.91 0.70 0.53
C 4.62 0.17 0.63
O 2.83 -0.97 -0.71
H 1.20 0.99 0.60
H 4.67 -1.82 -2.17
H 6.90 -0.76 -2.40
H 7.75 0.76 -0.60
H 6.27 1.37 1.31
H 3.99 0.37 1.51
N -0.06 -3.79 0.30
C 0.65 -2.64 0.34
N 0.18 -1.78 -0.57
C -0.88 -2.41 -1.25
C -1.87 -1.94 -2.13
C -2.99 -2.74 -2.36
C -3.13 -3.99 -1.74
C -2.14 -4.48 -0.87
C -1.03 -3.68 -0.68
H -0.01 -4.63 0.88
H 1.43 -2.52 1.09
H -1.76 -0.99 -2.63
H -3.78 -2.40 -3.04
H -4.03 -4.58 -1.95
H -2.18 -5.43 -0.34
```